1.
The following is a DFT calculation (wB97M-V/def2-TZVPD) of a structure of composition C12H28BiNO5P2S.

Output
HOMO level (alpha / beta) = -6.6 / -6.6 eV
Gap between HOMO and LUMO (alpha / beta) = 5.580 / 5.579 eV
LUMO (alpha / beta) = -1.05 / -1.05 eV

Geometry as ORCA input:
```
! wB97M-V def2-TZVPD RIJCOSX def2/J DEFGRID3
* xyz 0 1
Bi -0.261 -1.483 0.617
S -0.109 -0.122 3.363
P 2.269 -0.636 -0.318
P -2.444 -0.373 -0.161
O -0.970 2.571 -1.935
O 2.188 3.221 -3.209
O -1.002 0.788 4.052
O -0.708 -1.479 3.049
O 0.396 0.408 2.027
N -0.252 -1.171 -2.059
C 2.222 -0.765 -2.144
C 0.820 -1.173 -4.194
C 0.858 -0.973 -2.804
C -1.568 -1.375 -4.043
C 2.959 1.002 0.115
C -2.727 -1.113 -1.816
C -3.796 -0.948 0.897
C 1.339 -0.411 4.370
C -1.462 -1.234 -2.659
C -0.411 -1.404 -4.813
C 3.614 -1.844 -0.059
C -2.621 1.367 -0.415
H 2.667 1.752 -0.642
H 3.249 -2.832 -0.377
H -3.607 1.606 -0.835
H 1.100 -0.112 5.395
H 3.903 -1.900 1.002
H -3.477 -0.501 -2.352
H 1.757 -1.138 -4.764
H 1.575 -1.477 4.336
H -1.478 3.313 -2.291
H -3.147 -2.129 -1.717
H 0.930 -2.760 1.073
H -4.768 -0.809 0.407
H 2.939 -1.583 -2.415
H -3.767 -0.365 1.826
H 2.566 1.306 1.101
H -1.812 1.835 -1.184
H -2.449 1.887 0.534
H 4.462 -1.528 -0.695
H -0.232 3.338 -0.850
H -3.667 -2.002 1.174
H 2.026 2.668 -4.011
H 2.714 0.144 -2.486
H 0.284 3.862 -0.466
H 4.057 0.920 0.169
H 2.177 0.176 3.978
H 1.654 2.707 -2.589
H -0.463 -1.538 -5.898
H -2.559 -1.489 -4.479
*
```

Löwdin atomic charge list, values in e, 5 entries:
1. Bi 1.41
2. S 0.44
3. P 0.79
4. P 0.61
5. O -0.45



2.
The following is a DFT calculation (wB97M-V/def2-TZVPD) of a structure of composition H18O9Sr.

Output
HOMO level = -18.5 eV
Gap between HOMO and LUMO = 12.435 eV
LUMO = -6.03 eV

Geometry as ORCA input:
```
! wB97M-V def2-TZVPD RIJCOSX def2/J DEFGRID3
* xyz 2 1
Sr -0.052 0.081 0.077
O -0.901 -0.147 -2.438
O 1.791 -1.197 -1.288
O -2.820 -0.075 -0.307
O -0.897 -2.341 0.147
O 2.513 1.126 0.841
O -0.756 2.482 0.551
O -1.410 -0.041 2.324
O 1.354 -1.386 1.852
O 1.100 1.761 -1.735
H -1.242 -2.591 -0.724
H 1.922 -0.930 2.487
H 3.364 0.674 0.748
H -2.202 -0.580 2.188
H -1.328 0.053 3.283
H 2.568 1.598 1.685
H 1.181 2.575 -2.251
H 2.658 -1.327 -0.880
H -2.808 0.644 -0.956
H -3.742 -0.370 -0.294
H -0.269 0.345 -2.988
H 2.005 1.568 -1.446
H -1.279 -2.989 0.755
H 1.449 -2.325 2.064
H 1.610 -2.031 -1.745
H -0.694 3.268 -0.011
H -1.580 -0.465 -3.051
H -1.538 2.622 1.109
*
```

Löwdin atomic charge list, values in e, 5 entries:
1. Sr 1.63
2. O -0.12
3. O -0.11
4. O -0.10
5. O -0.13



3.
The following is a DFT calculation (wB97M-V/def2-TZVPD) of a cluster of 5 separate species, C31H70IN6O5 in total.

Output
HOMO level = -10.8 eV
Gap between HOMO and LUMO = 6.531 eV
LUMO = -4.24 eV

Geometry as ORCA input:
```
! wB97M-V def2-TZVPD RIJCOSX def2/J DEFGRID3
* xyz 1 1
I -2.275 -2.099 6.747
O 7.196 0.607 -7.331
O -3.248 -6.347 -1.617
O -5.330 1.902 1.343
O 0.138 -1.907 -3.934
O -1.024 6.040 3.466
N -3.950 -0.302 0.139
N -1.880 -0.889 2.296
N -0.743 -0.637 1.738
N -0.955 -4.718 -1.048
N 0.109 -0.015 -1.784
N 4.947 0.712 -5.554
C -1.000 5.531 4.806
C 0.002 5.476 2.645
C -1.864 -4.348 -2.143
C -2.669 -5.559 -2.647
C -5.417 -0.278 0.146
C 0.607 -1.403 -5.176
C 1.725 2.607 2.487
C 0.484 -0.416 2.237
C 0.265 2.894 2.982
C -5.829 2.871 0.433
C 1.978 -0.265 4.387
C 6.636 -0.596 -6.831
C -2.734 -3.183 -1.688
C 6.765 -0.301 -4.287
C -5.914 0.100 -1.246
C 0.619 -0.506 3.702
C 1.372 -0.659 -2.173
C -0.452 4.048 2.147
C -4.477 -5.852 -1.114
C -0.381 0.344 6.720
C -1.890 -1.000 3.623
C 1.123 -1.985 -2.916
C 8.439 0.967 -6.752
C 2.213 0.336 -2.964
C -0.644 -0.836 4.372
C 2.745 2.161 3.611
C -1.235 1.569 6.229
C 2.148 1.282 4.765
C 5.862 -0.435 -5.510
C -0.601 -1.002 5.929
C -5.961 0.633 1.262
H -1.553 3.945 2.345
H -5.757 0.146 2.222
H -4.300 -5.156 -0.291
H -6.991 0.285 -1.241
H -5.721 -0.713 -1.949
H 4.284 0.571 -6.313
H -3.625 -0.647 1.041
H 1.930 -0.899 -1.260
H 8.980 1.579 -7.475
H 2.181 -0.939 5.248
H 3.084 -0.150 -3.407
H 0.308 3.242 4.040
H 7.401 -1.379 -6.757
H -7.049 0.745 1.195
H -0.268 3.888 1.056
H 0.025 5.138 5.065
H 0.735 -2.709 -2.191
H 2.913 1.288 5.592
H -3.194 -3.359 -0.714
H -5.039 -6.697 -0.715
H -5.077 -5.374 -1.894
H 2.114 3.582 2.080
H 1.347 -0.207 1.569
H -1.217 6.368 5.520
H 2.778 -0.460 3.623
H -0.473 0.040 -2.619
H -5.775 -1.292 0.352
H 0.520 -0.315 -5.202
H -5.645 3.858 0.862
H 7.223 0.685 -4.212
H -3.428 -5.261 -3.380
H -0.309 -5.429 -1.386
H -0.427 2.018 2.947
H 0.718 0.552 6.795
H -5.417 0.986 -1.642
H 1.651 0.820 -3.763
H -0.033 -1.803 -5.963
H -1.497 1.566 5.147
H -3.529 -2.979 -2.409
H 3.109 3.108 4.098
H 1.759 1.905 1.608
H -3.633 0.666 0.123
H -1.745 4.700 4.891
H -2.132 -2.277 -1.595
H 5.490 1.520 -5.856
H 1.638 -1.707 -5.379
H 1.225 1.717 5.213
H -1.978 -6.227 -3.170
H 5.927 -0.927 -7.597
H -0.781 -0.596 0.709
H 3.631 1.698 3.117
H 9.050 0.092 -6.513
H 6.188 -0.456 -3.372
H 0.997 5.435 3.164
H -1.509 -5.210 -0.349
H -6.903 2.761 0.265
H 0.307 -1.633 6.124
H -2.865 -1.216 4.114
H 2.577 1.130 -2.308
H -0.603 2.488 6.389
H -0.699 0.137 7.777
H 8.281 1.576 -5.859
H -0.405 -0.652 -1.179
H 7.563 -1.048 -4.305
H -2.120 1.707 6.895
H -5.289 2.818 -0.514
H -1.259 -3.989 -2.983
H 0.093 6.154 1.757
H 2.056 -2.407 -3.308
H 5.264 -1.343 -5.371
*
```

Löwdin atomic charge list, values in e, 5 entries:
1. I 0.93
2. O -0.19
3. O -0.19
4. O -0.20
5. O -0.20



Per-record relative energy (zero: lowest compared OMol25 entry of this formula, charge and spin), eV: 2.548, 0.032, 1.277